[1]
Here is a single C22H29N3O5S molecule from OMol25. Energies are from the ωB97M-V functional and the def2-TZVPD basis.

Positions of all 60 atoms, in Å:
C (5.097185, -0.628794, -2.844735)
C (4.171614, -1.046819, -1.710499)
H (4.737391, -1.312749, -0.814812)
H (3.549395, -1.891029, -2.020738)
O (3.325190, 0.025085, -1.305621)
C (2.198504, 0.196541, -2.039163)
O (1.856288, -0.548378, -2.930548)
N (1.510855, 1.295855, -1.669679)
C (1.911287, 2.205014, -0.622359)
H (2.837208, 1.845716, -0.176612)
C (0.812086, 2.315866, 0.434644)
H (1.109081, 3.038531, 1.196284)
H (0.670265, 1.343389, 0.910947)
C (-0.498282, 2.738064, -0.222204)
N (-1.527577, 2.854139, 0.793513)
C (-2.768899, 3.273149, 0.517628)
O (-3.156097, 3.644678, -0.571945)
C (-3.700105, 3.288650, 1.727684)
H (-3.456529, 4.140857, 2.363683)
H (-4.733185, 3.371802, 1.395599)
S (-3.580020, 1.807023, 2.820861)
O (-2.169171, 1.752995, 3.242241)
C (-3.766102, 0.499731, 1.483850)
C (-2.696754, -0.503517, 1.651724)
C (-2.365355, -1.221433, 2.767960)
O (-1.282931, -1.970186, 2.460252)
C (-0.991388, -1.687470, 1.169611)
N (-1.808019, -0.810736, 0.657784)
C (0.134614, -2.369326, 0.554768)
C (1.137913, -2.830161, 1.413771)
C (2.221582, -3.529332, 0.928885)
C (2.312509, -3.789996, -0.429920)
C (1.324142, -3.338969, -1.282590)
C (0.226381, -2.620098, -0.819836)
C (-0.795591, -2.177882, -1.815838)
H (-1.190091, -3.041577, -2.350064)
H (-0.311174, -1.531575, -2.545892)
H (-1.610218, -1.641076, -1.343560)
H (1.394981, -3.535660, -2.342282)
H (3.153980, -4.344564, -0.819749)
H (2.990399, -3.873671, 1.604419)
H (1.053875, -2.625184, 2.470712)
C (-2.945048, -1.279630, 4.130905)
H (-4.031601, -1.252992, 4.080962)
H (-2.623517, -2.192845, 4.624857)
H (-2.605750, -0.424514, 4.715564)
H (-3.707337, 0.951718, 0.497777)
H (-4.756448, 0.074740, 1.645577)
H (-1.344306, 2.442483, 1.705437)
C (-0.868068, 1.716130, -1.303039)
H (-1.784586, 2.029379, -1.802349)
C (0.263592, 1.631339, -2.322274)
H (0.061429, 0.864967, -3.070484)
H (0.378825, 2.598348, -2.828313)
H (-1.030982, 0.743113, -0.835502)
H (-0.386662, 3.724310, -0.694245)
H (2.089950, 3.193993, -1.065459)
H (5.768786, -1.446905, -3.088945)
H (4.508636, -0.380214, -3.724370)
H (5.683848, 0.239677, -2.554272)

Force components x, y, z for each atom (eV/Å):
C -0.329 0.056 0.300
C 0.222 -0.384 -0.325
H -0.097 -0.005 -0.081
H 0.158 0.123 0.134
O -0.214 0.244 0.056
C 0.189 0.098 0.075
O 0.062 -0.376 -0.317
N 0.035 0.095 0.109
C 0.127 0.016 0.390
H -0.100 0.147 -0.061
C 0.008 0.249 -0.247
H 0.008 0.015 0.061
H 0.006 -0.071 0.076
C -0.112 -0.161 -0.235
N 0.419 -0.156 0.038
C -0.110 -0.070 0.480
O -0.145 0.177 -0.300
C -0.132 -0.412 0.164
H -0.052 -0.059 0.099
H -0.015 0.017 -0.063
S -0.826 0.456 -1.036
O 1.017 -0.046 0.717
C -0.154 0.221 0.385
C 0.145 -0.650 1.009
C -0.734 0.616 -0.555
O 0.185 -0.205 0.123
C -0.667 0.676 -0.393
N 0.557 -0.319 -0.102
C 0.427 -0.351 0.054
C -0.003 0.041 -0.010
C 0.064 -0.021 0.060
C -0.045 -0.040 -0.020
C 0.082 -0.026 0.091
C -0.031 0.016 0.162
C -0.163 0.050 -0.080
H -0.034 -0.056 -0.062
H -0.015 0.069 -0.086
H -0.025 -0.032 -0.168
H 0.014 0.001 -0.118
H 0.062 -0.042 -0.047
H 0.056 -0.022 0.061
H 0.011 -0.007 0.068
C 0.328 -0.010 -0.088
H -0.075 -0.046 0.033
H -0.097 -0.059 0.087
H 0.014 0.012 0.089
H -0.037 0.012 -0.065
H -0.082 0.040 -0.068
H -0.123 0.110 0.030
C 0.201 0.262 -0.139
H -0.017 -0.030 0.007
C -0.315 -0.196 -0.148
H 0.020 0.163 0.030
H 0.004 -0.038 -0.045
H 0.007 0.062 -0.054
H 0.074 -0.093 0.020
H 0.048 -0.030 0.054
H 0.106 -0.086 -0.054
H -0.004 0.000 -0.098
H 0.099 0.055 0.003

The energy above the lowest of the compared OMol25 structures with the same formula, charge and spin is 0.3832 eV. The largest force on an atom is 1.4 eV/Å. The HOMO-LUMO gap is 8.74 eV. The value obtained for the total energy is -1794.43520 hartree. As for the LUMO energy: 0.5 eV. As for the net charge: 0.

---

[2]
Here is a molecular structure, C22H29N5PtS2 from OMol25. Energies are from the ωB97M-V functional and the def2-TZVPD basis.

Positions of all 59 atoms, in Å:
Pt (-0.894038, -1.438028, -0.703473)
C (-5.695025, 0.011185, -3.386312)
C (-4.923611, 0.610416, -2.403735)
C (-3.912919, -0.103348, -1.778910)
C (-3.691451, -1.421985, -2.135762)
C (-4.467626, -2.038077, -3.107699)
C (-5.463244, -1.313771, -3.735578)
N (-2.664336, -2.158058, -1.452810)
N (-2.951821, -3.355470, -1.236394)
C (-2.038206, -4.000391, -0.405904)
C (-2.237832, -5.346852, -0.113509)
C (-1.379016, -5.969066, 0.771014)
C (-0.353111, -5.230426, 1.355668)
C (-0.167967, -3.885425, 1.058910)
C (-1.007861, -3.229650, 0.161415)
H (-6.471154, 0.574871, -3.887005)
H (-5.096023, 1.642526, -2.128521)
H (-3.292589, 0.357715, -1.024675)
H (-4.267813, -3.064425, -3.379232)
H (-6.054969, -1.782318, -4.510769)
H (-3.057986, -5.875196, -0.582039)
H (-1.505032, -7.015561, 1.013571)
H (0.316247, -5.714092, 2.057055)
H (0.638813, -3.350187, 1.544235)
S (-0.634591, 0.610284, -2.014154)
C (-1.314539, 0.158741, -3.489832)
N (-1.771838, -0.126031, -4.512642)
C (1.299048, 1.794454, 3.967749)
C (0.601236, 3.088133, 3.554057)
C (0.792065, 3.478413, 2.087332)
C (-0.097719, 2.730096, 1.093362)
N (0.135200, 1.295929, 1.020914)
C (1.141769, 0.705792, 0.383497)
S (1.189346, -1.031339, 0.299945)
N (2.077367, 1.451939, -0.177997)
C (3.195986, 0.946857, -0.970447)
C (4.382325, 0.538488, -0.107112)
C (4.883112, 1.638249, 0.826080)
C (5.320225, 2.907818, 0.102323)
H (1.206956, 1.634255, 5.042161)
H (2.365178, 1.840558, 3.731750)
H (0.891010, 0.916810, 3.468296)
H (0.987967, 3.901536, 4.171962)
H (-0.469388, 3.026876, 3.774195)
H (1.849063, 3.355192, 1.824302)
H (0.569461, 4.540641, 1.959422)
H (0.001352, 3.151574, 0.087101)
H (-1.143582, 2.857826, 1.372146)
H (-0.553977, 0.658724, 1.388363)
H (2.025977, 2.449606, -0.045871)
H (3.461238, 1.742434, -1.666283)
H (2.830743, 0.105136, -1.556961)
H (5.187051, 0.227036, -0.779476)
H (4.100309, -0.341848, 0.475215)
H (5.718187, 1.244623, 1.408831)
H (4.101868, 1.879076, 1.555496)
H (6.029735, 2.678504, -0.695580)
H (5.802710, 3.605939, 0.786309)
H (4.477720, 3.433291, -0.353994)

Force components x, y, z for each atom (eV/Å):
Pt 0.187 -0.013 0.088
C 0.012 -0.035 0.000
C 0.002 -0.001 0.001
C -0.012 0.004 0.070
C 0.001 -0.007 -0.115
C 0.078 -0.008 -0.052
C -0.029 0.023 -0.019
N -0.124 0.129 0.204
N -0.037 0.008 0.027
C 0.034 -0.042 0.042
C -0.034 0.028 -0.019
C 0.025 0.000 0.024
C -0.032 -0.012 0.009
C -0.057 0.028 0.054
C 0.178 -0.144 -0.157
H 0.002 0.002 -0.001
H -0.005 -0.001 0.000
H 0.018 -0.002 0.013
H 0.004 -0.003 0.008
H 0.000 0.005 -0.001
H 0.000 -0.001 0.001
H 0.000 0.000 -0.001
H 0.000 0.000 -0.002
H 0.010 -0.008 -0.016
S -0.173 -0.122 -0.008
C 0.077 0.078 -0.045
N 0.006 -0.010 -0.007
C 0.004 -0.004 0.000
C 0.011 -0.002 0.004
C -0.007 -0.020 -0.017
C -0.024 0.036 -0.039
N 0.044 -0.030 0.055
C 0.035 -0.085 -0.048
S -0.291 0.188 -0.121
N 0.142 0.051 0.149
C -0.056 -0.033 -0.053
C 0.016 -0.015 -0.018
C -0.017 0.006 0.019
C 0.001 -0.006 0.001
H 0.003 0.002 0.001
H 0.000 0.001 0.001
H -0.004 0.003 -0.003
H -0.006 0.001 0.002
H -0.001 -0.005 -0.003
H -0.003 0.021 0.019
H -0.003 0.000 0.004
H 0.001 -0.022 0.000
H 0.005 0.011 0.006
H -0.025 0.002 -0.031
H -0.020 -0.009 -0.028
H 0.025 0.000 0.010
H 0.008 0.006 0.004
H 0.007 0.005 0.007
H 0.000 0.004 -0.003
H 0.010 -0.003 -0.014
H 0.013 -0.006 -0.003
H 0.008 0.003 0.006
H -0.010 0.005 0.003
H 0.002 -0.002 -0.009

The energy above the lowest of the compared OMol25 structures with the same formula, charge and spin is 0.1932 eV. The largest force on an atom is 0.4 eV/Å. The HOMO-LUMO gap is 7.27 eV. The value obtained for the total energy is -2045.22448 hartree. As for the LUMO energy: -0.5 eV. As for the net charge: 0.

---

[3]
Here is 3 unconnected molecules or ions with the total composition C22H29NO6P from OMol25. Energies are from the ωB97M-V functional and the def2-TZVPD basis.

Positions of all 59 atoms, in Å:
C (4.730016, 0.811162, 1.826823)
C (4.499259, 1.125334, 0.367121)
C (5.628376, 0.811708, -0.577199)
C (3.349180, 1.672465, -0.070567)
C (1.958355, 1.211064, 0.330894)
C (0.873387, 1.960914, -0.446370)
C (-0.563567, 1.622284, 0.000879)
C (-1.357949, 2.937701, 0.165723)
C (-1.293279, 0.771088, -1.042486)
C (-0.703362, -0.633514, -1.299777)
N (-1.317193, -1.668955, -0.494033)
P (-0.439860, -2.394649, 0.648020)
O (0.152695, -1.192364, 1.724070)
O (-1.689817, -2.997573, 1.579547)
H (3.787439, 0.605937, 2.334461)
H (5.161259, 1.710685, 2.272322)
H (5.407325, -0.029743, 1.990517)
H (5.463013, -0.198805, -0.955365)
H (6.612370, 0.865957, -0.102019)
H (5.623207, 1.487316, -1.437732)
H (3.378333, 2.501323, -0.780823)
H (1.913097, 0.143991, 0.117090)
H (1.771374, 1.310972, 1.405104)
H (1.052579, 3.028047, -0.275553)
H (0.995823, 1.736782, -1.509375)
H (-0.575257, 1.125830, 0.971542)
H (-1.199614, 3.374537, 1.156967)
H (-2.428712, 2.731832, 0.098421)
H (-1.081558, 3.667536, -0.597370)
H (-2.323456, 0.608469, -0.715228)
H (-1.335313, 1.334971, -1.981296)
H (-0.913049, -0.855268, -2.354855)
H (0.395054, -0.597342, -1.197176)
H (-0.587768, -0.879120, 2.259573)
H (-2.437089, -2.409753, 1.374097)
C (-3.150892, -0.043484, -6.171158)
C (-3.268228, -0.785635, -7.268224)
C (-2.261327, -1.822565, -7.609520)
O (-2.372745, -2.495028, -8.614705)
C (-1.121024, -2.002871, -6.679726)
C (-0.999701, -1.261622, -5.581641)
C (-2.004513, -0.220169, -5.240665)
O (-1.890447, 0.450024, -4.242187)
H (-3.870281, 0.718465, -5.898779)
H (-4.091833, -0.676845, -7.962699)
H (-0.404441, -2.768432, -6.948809)
H (-0.181141, -1.373138, -4.881467)
C (-0.672953, -0.049322, 6.689235)
C (-1.120619, 0.202449, 5.462592)
C (-1.895778, -0.813475, 4.705604)
O (-2.306164, -0.593094, 3.589059)
C (-2.143546, -2.121261, 5.363528)
C (-1.693376, -2.370005, 6.590377)
C (-0.926384, -1.354272, 7.350249)
O (-0.518448, -1.578067, 8.472443)
H (-0.106439, 0.672335, 7.264104)
H (-0.948474, 1.143699, 4.955885)
H (-2.698913, -2.843247, 4.778681)
H (-1.857634, -3.315260, 7.091875)

Force components x, y, z for each atom (eV/Å):
C -0.587 -0.900 -0.365
C 0.073 0.325 0.038
C 0.283 1.122 0.201
C -0.178 -0.072 0.289
C 0.298 0.717 0.491
C 0.154 -0.368 0.818
C -0.512 0.736 -0.575
C -0.109 -0.347 0.369
C 0.263 -0.358 0.233
C -0.436 -0.316 -0.148
N 0.021 0.325 0.559
P 0.262 -0.183 -0.341
O 0.001 -0.188 0.227
O 0.032 0.017 0.169
H 0.049 -0.012 0.098
H 0.122 -0.066 0.042
H -0.004 0.009 0.052
H 0.113 -0.049 0.048
H 0.025 -0.094 -0.049
H -0.037 -0.069 -0.050
H 0.109 -0.877 -1.002
H -0.130 -0.025 0.130
H -0.090 -0.036 -0.014
H 0.022 0.045 -0.229
H -0.042 0.205 -0.063
H 0.208 -0.241 -0.117
H 0.190 0.165 -0.097
H -0.019 0.094 -0.085
H -0.096 0.022 -0.036
H -0.019 -0.005 -0.037
H 0.087 0.078 0.026
H 0.180 0.030 -0.057
H 0.010 0.079 -0.110
H -0.133 0.187 -0.129
H -0.031 -0.052 -0.144
C -0.016 -0.013 -0.009
C 0.002 0.018 0.012
C 0.000 -0.015 0.006
O 0.001 0.013 -0.008
C 0.010 0.018 0.004
C 0.017 -0.014 -0.028
C 0.058 -0.116 0.070
O -0.097 0.203 -0.207
H 0.005 -0.003 0.021
H 0.007 -0.017 -0.010
H -0.014 -0.010 -0.007
H -0.032 -0.003 0.038
C -0.016 0.011 -0.011
C 0.022 0.005 0.010
C 0.046 -0.151 -0.043
O -0.122 0.219 0.051
C -0.022 -0.020 0.036
C -0.021 0.013 -0.007
C 0.018 -0.015 -0.009
O -0.016 0.012 0.009
H 0.009 -0.015 0.011
H 0.009 -0.016 -0.027
H 0.053 0.001 -0.051
H 0.022 0.001 0.008

The largest force on an atom is 1.3 eV/Å. The HOMO-LUMO gap is 3.19 eV. The value obtained for the total energy is -1703.20100 hartree. As for the LUMO energy: 0.5 eV. As for the net charge: -1.

---

[4]
Here is a single C22H29NO6S molecule from OMol25. Energies are from the ωB97M-V functional and the def2-TZVPD basis.

Positions of all 59 atoms, in Å:
C (-3.457985, -2.565790, 1.733334)
C (-4.505248, -2.047255, 0.750970)
O (-4.228878, -0.744417, 0.283728)
C (-3.192569, -0.532998, -0.589995)
C (-2.532871, -1.551220, -1.267583)
C (-1.525267, -1.283479, -2.176696)
C (-1.143800, 0.022041, -2.440778)
C (0.004504, 0.309068, -3.366185)
C (1.330954, 0.231315, -2.603230)
N (1.453639, 1.344104, -1.688528)
C (2.650053, 1.840892, -1.336336)
O (3.709143, 1.387352, -1.726543)
C (2.576298, 3.053735, -0.410591)
C (2.754571, 2.625880, 1.031884)
S (1.324730, 1.613878, 1.561008)
O (1.249902, 1.685055, 2.997052)
O (0.165280, 2.063042, 0.824422)
C (1.637344, -0.091970, 1.106780)
C (2.860143, -0.681532, 1.351750)
C (3.068377, -2.010148, 1.023373)
C (2.033724, -2.757539, 0.462762)
O (2.126421, -4.057259, 0.099109)
C (3.355508, -4.727315, 0.269430)
C (0.790030, -2.153451, 0.248730)
C (0.595688, -0.827190, 0.566797)
C (-1.798045, 1.042220, -1.769391)
C (-2.809191, 0.799964, -0.843996)
O (-3.378465, 1.919120, -0.322830)
C (-3.900741, 1.931344, 0.996088)
C (-2.868981, 1.533137, 2.044836)
H (-3.399330, -1.906976, 2.596425)
H (-2.475338, -2.610404, 1.269097)
H (-3.735112, -3.561030, 2.070206)
H (-5.469482, -1.946574, 1.257533)
H (-4.633756, -2.743622, -0.087179)
H (-2.816386, -2.579062, -1.104513)
H (-1.039812, -2.102555, -2.686374)
H (-0.097494, 1.301867, -3.805735)
H (0.026052, -0.427185, -4.170858)
H (2.182873, 0.287011, -3.286484)
H (1.387865, -0.720625, -2.060297)
H (0.622653, 1.632551, -1.185255)
H (3.380576, 3.737282, -0.690678)
H (1.615445, 3.556409, -0.519180)
H (3.651208, 2.029382, 1.170200)
H (2.766901, 3.472293, 1.715314)
H (3.657205, -0.115013, 1.806375)
H (4.034489, -2.450061, 1.209635)
H (4.153196, -4.252438, -0.309176)
H (3.643953, -4.773123, 1.323786)
H (3.191806, -5.737057, -0.102985)
H (-0.002433, -2.745745, -0.178988)
H (-0.353015, -0.344316, 0.394691)
H (-1.548802, 2.076291, -1.951865)
H (-4.196982, 2.974821, 1.137153)
H (-4.790441, 1.296844, 1.067000)
H (-2.686817, 0.461881, 2.018516)
H (-1.927623, 2.043979, 1.855909)
H (-3.228807, 1.800087, 3.034633)

Force components x, y, z for each atom (eV/Å):
C -0.188 0.264 -0.268
C 0.008 -0.433 0.228
O 0.202 0.427 -0.296
C -0.077 0.182 0.148
C -0.066 -0.073 0.066
C -0.047 0.085 -0.009
C -0.092 0.014 -0.135
C 0.175 -0.086 0.240
C 0.228 -0.030 -0.292
N -0.480 -0.181 -0.306
C -0.108 0.508 0.008
O 0.358 -0.081 0.004
C 0.094 -0.120 -0.191
C -0.568 -0.534 -0.035
S 0.170 -0.071 0.655
O 0.304 -0.028 0.093
O -0.020 0.036 -0.314
C 0.109 0.674 0.096
C -0.002 0.049 0.006
C 0.062 -0.267 -0.047
C -0.127 0.254 0.074
O -0.259 0.166 -0.037
C 0.205 -0.114 0.025
C 0.179 -0.132 0.107
C -0.079 -0.043 -0.058
C -0.176 -0.174 0.112
C 0.079 -0.088 0.006
O 0.003 -0.231 -0.421
C -0.198 0.049 0.720
C -0.125 0.126 -0.391
H 0.017 0.032 0.084
H 0.095 -0.053 0.009
H 0.002 -0.122 0.045
H 0.102 -0.081 -0.125
H -0.044 0.094 0.062
H -0.062 -0.084 0.071
H 0.067 -0.108 -0.065
H 0.015 -0.001 -0.085
H -0.009 0.027 -0.032
H -0.105 -0.077 0.082
H 0.055 0.047 -0.109
H 0.186 0.111 -0.014
H -0.060 -0.093 0.010
H 0.083 0.074 -0.010
H 0.117 -0.021 0.072
H -0.105 -0.067 0.135
H 0.150 0.027 0.031
H 0.081 -0.056 0.005
H -0.027 -0.005 0.029
H -0.008 0.018 -0.037
H 0.062 0.067 0.042
H -0.117 -0.043 -0.055
H -0.233 0.015 -0.125
H 0.040 0.174 -0.019
H 0.015 -0.148 0.007
H 0.135 0.210 -0.039
H 0.038 -0.132 0.039
H 0.004 0.052 0.073
H -0.055 -0.002 0.133

The energy above the lowest of the compared OMol25 structures with the same formula, charge and spin is 0.0441 eV. The largest force on an atom is 0.8 eV/Å. The HOMO-LUMO gap is 8.71 eV. The value obtained for the total energy is -1760.09105 hartree. As for the LUMO energy: 0.6 eV. As for the net charge: 0. The structure (SMILES) is CCOc1ccc(CCNC(=O)CCS(=O)(=O)c2ccc(OC)cc2)cc1OCC.

---

Look up the total energy of the first one.
-1794.43520 hartree